No. 1
Below is C4H6N2O2 in the gas phase at a distorted geometry, with properties calculated with ωB97M-V with the def2-TZVPD basis set.

Calculated values
HOMO-LUMO gap	11.0	eV
LUMO	0.72	eV
energy	-415.9507	a.u.
energy relative to the best compared isomer or geometry (same formula, charge and spin)	236.1	kJ/mol

Cartesian coordinates (Å):
C1 -1.9405 -0.8534 0.1179
C2 0.6706 -2.3183 0.9807
C3 -0.4819 1.2398 0.3444
C4 -0.5450 -0.4903 -0.0474
N1 -3.0607 -1.0633 0.1691
N2 -0.1249 -0.6330 -1.3933
O1 0.5043 -3.0635 0.0030
O2 0.2003 -1.0263 1.0712
H1 1.1155 -2.4854 1.9837
H2 -0.3757 1.8416 -0.5267
H3 -1.3286 1.2985 0.9640
H4 0.4998 1.4990 0.7963
H5 0.9162 -0.2784 -1.3938
H6 -0.3047 -1.4869 -1.7890

=====

No. 2
Below is C4H8N2 in the gas phase at a distorted geometry, with properties calculated with ωB97M-V with the def2-TZVPD basis set.

Calculated values
HOMO-LUMO gap	8.1	eV
LUMO	1.01	eV
energy	-266.5454	a.u.
energy relative to the best compared isomer or geometry (same formula, charge and spin)	463.7	kJ/mol

Cartesian coordinates (Å):
C1 1.4811 0.2180 -0.7388
N1 1.7858 0.2541 0.6807
C2 0.4145 -0.6184 -0.1482
C3 -0.7191 0.0300 0.2842
C4 -1.9793 0.2181 -0.4055
N2 -1.8836 -0.7399 0.7013
H1 2.2683 -0.2633 -1.3267
H2 1.1796 1.1935 -1.1218
H3 2.7047 -0.0353 0.9573
H4 0.6161 -1.6769 0.0118
H5 1.1352 0.8714 1.1872
H6 -2.1507 -0.2601 -1.3637
H7 -2.5433 1.1257 -0.2429
H8 -2.3094 -0.3169 1.5251

=====

No. 3
Below is 5 unconnected molecules or ions with the total composition C4H17NO3 at a distorted geometry, with properties calculated with ωB97M-V with the def2-TZVPD basis set.

Calculated values
HOMO-LUMO gap	5.5	eV
LUMO	-3.43	eV
energy	-442.8100	a.u.
energy relative to the best compared isomer or geometry (same formula, charge and spin)	701.7	kJ/mol

Cartesian coordinates (Å):
C1 -0.4761 -1.6116 1.4606
C2 0.8709 -0.8918 1.2499
C3 0.9921 0.4285 2.0326
C4 -0.0080 1.4806 1.4483
N1 0.2680 1.5325 -0.0041
H1 -0.5498 -2.0248 2.4812
H2 -0.4963 -2.3869 0.6899
H3 -1.3254 -0.9305 1.4713
H4 1.6272 -1.6649 1.4470
H5 1.1061 -0.6281 0.1333
H6 0.6557 0.2715 3.1605
H7 1.9936 0.8632 2.2118
H8 0.0266 2.4738 1.8892
H9 -1.0289 1.0710 1.7420
H10 -0.1441 2.3797 -0.3999
H11 -0.2317 0.7165 -0.5984
H12 -0.7777 2.1271 -3.6161
H13 -0.1345 1.1409 -2.6037
O1 -0.6901 1.9335 -2.6833
H14 -1.3836 -2.1163 -2.3906
H15 -0.3204 -1.2297 -1.7914
O2 -0.8900 -2.0638 -1.5659
H16 1.1724 -0.5264 -3.0607
H17 -0.9761 -0.0235 -0.4822
O3 0.7199 -0.3205 -2.2214

=====

No. 4
Below is 2 unconnected molecules or ions with the total composition C27H39F8IN3O7S2, with properties calculated with ωB97M-V with the def2-TZVPD basis set.

Calculated values
charge	+1
HOMO-LUMO gap	9.1	eV
LUMO	-2.75	eV
energy	-3635.8906	a.u.
energy relative to the best compared isomer or geometry (same formula, charge and spin)	0.0	kJ/mol

Cartesian coordinates (Å):
C1 -2.8853 5.6695 2.5526
C2 -1.8858 4.5900 2.0930
C3 -0.4784 4.8585 2.6731
C4 -2.3720 3.1893 2.4655
C5 -1.7151 2.0705 1.6340
C6 -2.1224 2.1836 0.1476
C7 -2.1251 0.7191 2.2336
O1 -1.0030 0.0120 2.8604
C8 0.0863 -0.1870 2.1554
N1 1.2704 0.3002 2.5545
C9 1.3893 1.1080 3.7476
C10 1.1832 0.3582 5.0626
O2 1.0060 0.9385 6.0752
I1 1.2830 -1.7826 5.0135
C11 2.2623 -0.0912 1.6496
C12 3.7250 0.2185 1.6987
C13 4.4275 -0.0184 3.0533
C14 5.2542 1.1439 3.6155
S1 6.5167 1.7004 2.4837
O3 6.7098 0.6680 1.5236
O4 7.6116 2.2267 3.2133
O5 5.8045 2.9147 1.7301
C15 1.6169 -0.8131 0.7055
N2 2.1218 -1.4008 -0.4542
C16 2.4538 -2.5825 -0.4769
S2 2.8800 -4.0524 -0.4994
N3 0.2595 -0.8841 1.0380
C17 -0.7635 -1.6305 0.2957
C18 -1.0035 -1.0989 -1.1094
O6 -0.3844 -1.9978 -2.0132
C19 0.0904 -1.3816 -3.1810
C20 0.7629 -2.4515 -4.0403
F1 1.2739 -3.4359 -3.2729
F2 -0.1403 -2.9954 -4.8862
C21 1.9197 -1.8552 -4.8652
F3 2.8153 -1.3770 -3.9739
F4 1.4454 -0.8015 -5.5515
C22 2.6626 -2.8434 -5.8315
F5 2.1888 -4.0935 -5.6704
F6 3.9657 -2.8598 -5.5193
C23 2.5504 -2.5170 -7.3277
F7 3.1965 -1.3686 -7.5923
F8 1.2543 -2.3896 -7.6703
H1 -2.7877 6.5519 1.9219
H2 -3.9100 5.3086 2.4807
H3 -2.6784 5.9657 3.5808
H4 -1.7971 4.6853 1.0090
H5 -0.4103 5.8773 3.0494
H6 0.2873 4.7759 1.8980
H7 -0.2267 4.1587 3.4718
H8 -2.0840 3.0284 3.5116
H9 -3.4591 3.1017 2.4129
H10 -0.6369 2.2197 1.7447
H11 -2.6347 1.2884 -0.2050
H12 -2.8121 3.0128 0.0006
H13 -1.2700 2.3623 -0.5077
H14 -2.6210 0.0699 1.5153
H15 -2.8181 0.8570 3.0597
H16 2.3676 1.5805 3.7632
H17 0.6449 1.9040 3.7248
H18 4.1782 -0.4609 0.9803
H19 3.9028 1.2184 1.2998
H20 3.7088 -0.2887 3.8280
H21 5.0923 -0.8740 2.9595
H22 4.6220 1.9932 3.8893
H23 5.7680 0.8195 4.5178
H24 4.9877 3.1895 2.1607
H25 -0.3920 -2.6496 0.1813
H26 -1.6640 -1.6877 0.8971
H27 -0.5790 -0.0969 -1.2336
H28 -2.0732 -1.0532 -1.3295
H29 -0.7315 -0.9735 -3.7772
H30 0.8069 -0.5871 -2.9555
H31 3.0000 -3.3359 -7.8927
C24 -5.6631 -2.7302 -3.1032
C25 -6.0165 -3.8733 -2.1535
C26 -4.7454 -3.9906 -1.3251
O7 -4.1928 -2.6683 -1.2523
C27 -4.8547 -1.8164 -2.1935
H32 -6.5303 -2.2323 -3.5326
H33 -5.0408 -3.0985 -3.9209
H34 -6.8589 -3.5904 -1.5195
H35 -6.2702 -4.8010 -2.6624
H36 -4.0164 -4.6504 -1.8052
H37 -4.9258 -4.3514 -0.3124
H38 -5.5043 -1.1232 -1.6482
H39 -4.1048 -1.2350 -2.7353

=====

No. 5
Below is C17H21BrN4O3S in the gas phase, with properties calculated with ωB97M-V with the def2-TZVPD basis set.

Calculated values
HOMO-LUMO gap	9.0	eV
LUMO	0.38	eV
energy	-4077.3842	a.u.

Cartesian coordinates (Å):
C1 -2.6848 -0.7408 0.4650
H1 -2.1099 -0.9633 -0.4314
H2 -3.2422 -1.6276 0.7546
H3 -3.3943 0.0461 0.2223
C2 -1.7729 -0.3044 1.6129
N1 -0.9593 0.8390 1.2561
C3 0.2455 0.7769 0.6585
O1 0.8526 1.7842 0.3226
C4 0.8252 -0.6110 0.4173
H4 0.0579 -1.2640 0.0091
H5 1.1834 -1.0229 1.3634
C5 1.9893 -0.5342 -0.5802
N2 1.6581 0.1815 -1.7936
S1 0.5665 -0.5020 -2.8359
O2 0.1111 0.5282 -3.7136
O3 -0.4415 -1.2873 -2.1480
C6 1.6327 -1.6149 -3.7354
C7 2.4150 -1.0682 -4.7262
C8 3.2730 -1.9062 -5.4257
C9 3.3015 -3.2558 -5.1033
N3 2.5475 -3.7787 -4.1611
C10 1.7169 -2.9940 -3.4652
N4 1.0096 -3.5669 -2.4702
H6 0.9839 -4.5725 -2.4551
H7 0.2265 -3.0333 -2.1114
H8 3.9511 -3.9443 -5.6264
Br1 4.3834 -1.2244 -6.7981
H9 2.3319 -0.0138 -4.9384
H10 1.4349 1.1495 -1.5891
H11 2.8367 -0.0146 -0.1266
H12 2.2995 -1.5420 -0.8668
C11 -1.5636 2.1428 1.4902
C12 -1.6404 2.4405 2.9643
C13 -0.4678 2.5319 3.7054
C14 -0.5158 2.7788 5.0647
C15 -1.7375 2.9382 5.6987
C16 -2.9089 2.8497 4.9675
C17 -2.8603 2.5979 3.6066
H13 -3.7783 2.5307 3.0392
H14 -3.8637 2.9745 5.4569
H15 -1.7755 3.1331 6.7601
H16 0.4005 2.8511 5.6317
H17 0.4815 2.4133 3.2040
H18 -0.9284 2.8787 0.9898
H19 -2.5598 2.1658 1.0396
H20 -1.1326 -1.1314 1.9242
H21 -2.3781 -0.0140 2.4771

=====

No. 6
Below is a molecular structure, C6H12Cl2N4NaSbSe4, with properties calculated with ωB97M-V with the def2-TZVPD basis set.

Calculated values
charge	-2
HOMO-LUMO gap	4.8	eV
LUMO	3.73	eV
energy	-11383.6809	a.u.
energy relative to the best compared isomer or geometry (same formula, charge and spin)	11.0	kJ/mol

Cartesian coordinates (Å):
Na1 -0.4559 3.0549 0.4504
Cl1 2.1344 4.4216 -0.6080
C1 1.7853 3.6455 -2.1800
Cl2 3.2329 2.8127 -2.8040
H1 1.5172 4.4326 -2.8727
H2 0.9865 2.9063 -2.0840
C2 -0.9851 -2.3442 -0.3748
C3 -0.2064 -2.7704 0.8649
C4 -0.9700 -2.4233 2.1408
C5 1.2176 -2.1921 0.8900
N1 1.2876 -0.7758 1.2275
C6 0.9073 0.2976 0.5411
N2 1.1501 1.3597 1.2753
N3 1.6900 0.9147 2.4241
N4 1.7708 -0.3645 2.4137
H3 -1.9339 -2.8781 -0.4263
H4 -0.4278 -2.5416 -1.2950
H5 -1.2334 -1.2824 -0.3541
H6 -0.0564 -3.8579 0.8273
H7 -1.2055 -1.3590 2.1608
H8 -0.3998 -2.6760 3.0385
H9 -1.9195 -2.9576 2.1678
H10 1.6970 -2.3305 -0.0804
H11 1.8199 -2.6876 1.6516
H12 0.4804 0.2948 -0.4576
Se1 -1.8911 4.2726 -1.6007
Sb1 -2.4752 1.8376 -1.7804
Se2 -0.4386 0.7458 -2.7256
Se3 -4.5007 1.3534 -3.0475
Se4 -2.5778 1.0915 0.6175

=====

Which of these has the highest LUMO? C6H12Cl2N4NaSbSe4